Entry 1:
The following is a DFT calculation (ωB97M-V with the def2-TZVPD basis set) of C37H28BaClO2P2 as an isolated structure.

```
71
Properties=species:S:1:pos:R:3:lowdin_charge:R:1
Ba 0.106 0.856 0.119 1.838
O 1.900 -0.372 0.079 -0.357
C 2.504 0.691 0.348 -0.847
O 2.165 1.798 -0.089 -0.201
C 3.500 0.596 1.454 -0.152
C 4.841 0.898 1.320 -0.003
C 5.677 0.722 2.408 -0.051
C 5.161 0.267 3.613 -0.054
C 3.814 -0.018 3.751 -0.064
C 2.966 0.144 2.660 -0.291
P 1.183 -0.228 2.738 1.010
C 1.233 -2.031 3.014 -0.350
C 1.083 -2.860 1.907 -0.097
C 1.179 -4.232 2.046 -0.070
C 1.409 -4.788 3.293 -0.070
C 1.550 -3.967 4.400 -0.064
C 1.472 -2.592 4.267 -0.090
C 0.714 0.459 4.364 -0.386
C 1.295 1.639 4.822 -0.096
C 0.875 2.204 6.014 -0.070
C -0.133 1.604 6.751 -0.074
C -0.729 0.441 6.290 -0.072
C -0.317 -0.124 5.097 -0.109
H 5.222 1.245 0.372 0.126
H 6.729 0.932 2.304 0.111
H 5.823 0.131 4.452 0.110
H 3.429 -0.370 4.699 0.112
H 0.917 -2.418 0.931 0.081
H 1.077 -4.866 1.178 0.108
H 1.482 -5.859 3.399 0.108
H 1.727 -4.402 5.372 0.110
H 1.586 -1.964 5.140 0.103
H 2.079 2.114 4.245 0.109
H 1.334 3.113 6.369 0.108
H -0.462 2.048 7.677 0.107
H -1.515 -0.027 6.863 0.108
H -0.790 -1.027 4.730 0.108
Cl -1.625 2.964 -1.013 0.629
C -1.654 3.236 -2.711 -0.650
C -1.900 4.516 -3.176 -0.088
C -2.000 4.738 -4.539 -0.055
C -1.852 3.680 -5.419 -0.054
C -1.579 2.409 -4.945 -0.058
C -1.478 2.158 -3.578 -0.386
P -1.005 0.532 -2.876 0.987
C -2.590 -0.065 -2.190 -0.443
C -2.518 -1.134 -1.296 -0.148
C -3.662 -1.614 -0.686 -0.069
C -4.892 -1.044 -0.980 -0.062
C -4.974 -0.014 -1.903 -0.055
C -3.829 0.481 -2.507 -0.085
C -0.884 -0.449 -4.410 -0.393
C -1.968 -1.139 -4.947 -0.077
C -1.837 -1.791 -6.160 -0.065
C -0.631 -1.765 -6.841 -0.068
C 0.451 -1.081 -6.309 -0.071
C 0.330 -0.432 -5.094 -0.106
H -2.024 5.326 -2.475 0.111
H -2.194 5.733 -4.909 0.115
H -1.957 3.841 -6.480 0.113
H -1.460 1.598 -5.647 0.106
H -1.555 -1.609 -1.112 0.093
H -3.596 -2.435 0.012 0.111
H -5.784 -1.418 -0.505 0.111
H -5.935 0.406 -2.153 0.113
H -3.900 1.288 -3.224 0.115
H -2.915 -1.156 -4.428 0.102
H -2.686 -2.304 -6.584 0.110
H -0.535 -2.279 -7.785 0.109
H 1.383 -1.043 -6.852 0.109
H 1.170 0.110 -4.676 0.108
```

The calculated total energy comes out at -74708.56455 eV. As for the largest force on an atom: 0.1347 hartree/bohr. Its charge is +1. The LUMO energy comes out at -2.31 eV.



Entry 2:
The following is a DFT calculation (ωB97M-V with the def2-TZVPD basis set) of C37H28Cl4N5O9S5SbZr as an isolated structure.

```
90
Properties=species:S:1:pos:R:3:lowdin_charge:R:1
Zr -0.405 0.088 0.196 1.421
O -6.076 -0.936 4.327 0.082
C -5.271 -1.127 3.252 -0.478
O -5.602 -1.889 2.390 0.131
C -4.002 -0.373 3.233 -0.048
C -3.304 0.226 4.275 -0.541
Cl -3.836 0.575 5.872 0.800
N -2.133 0.685 3.809 -0.032
N -2.028 0.418 2.501 0.084
C -3.124 -0.217 2.138 -0.146
C -3.175 -0.698 0.706 -0.602
O -4.137 -0.622 -0.014 0.088
O -1.998 -1.214 0.367 -0.273
C -1.035 1.315 4.486 -0.198
C -0.634 0.872 5.736 -0.063
C 0.430 1.510 6.353 -0.097
C 1.068 2.575 5.728 -0.086
C 0.666 2.989 4.468 -0.058
C -0.391 2.350 3.834 -0.066
H -5.668 -0.311 4.940 0.013
H -1.108 0.020 6.202 0.094
H 0.758 1.170 7.329 0.093
H 1.879 3.089 6.231 0.097
H 1.121 3.840 3.973 0.058
H -0.702 2.654 2.850 0.016
S -2.189 5.128 3.208 -0.383
Sb -0.905 5.461 1.365 0.115
S -2.008 2.082 0.000 0.042
S 0.022 2.642 0.091 -0.067
S 1.232 6.006 1.979 -0.462
Cl 4.375 -5.051 -2.494 0.607
C 3.492 -3.629 -1.983 -0.679
C 2.130 -3.552 -2.208 -0.147
C 1.454 -2.417 -1.805 -0.547
Cl -0.277 -2.389 -1.972 0.777
C 2.074 -1.311 -1.184 -0.483
O 1.439 -0.234 -0.836 -0.311
C 3.453 -1.482 -0.955 -0.572
Cl 4.301 -0.215 -0.125 0.726
C 4.161 -2.604 -1.340 -0.145
H 1.595 -4.367 -2.674 0.099
H 5.218 -2.671 -1.132 0.099
C 1.624 -2.153 -7.083 -0.055
C 0.279 -1.487 -6.986 -0.284
C -0.625 -1.843 -5.992 -0.032
C -1.861 -1.226 -5.871 -0.013
C -2.207 -0.197 -6.738 -0.264
N -3.429 0.501 -6.664 0.127
C -4.324 0.701 -5.623 -0.534
O -5.506 0.879 -5.874 0.042
N -3.849 0.755 -4.338 0.151
C -2.536 1.027 -3.891 -0.228
C -1.669 1.888 -4.561 -0.005
C -0.388 2.045 -4.074 -0.027
C -0.014 1.370 -2.916 -0.169
N -0.869 0.608 -2.243 -0.115
C -2.103 0.438 -2.717 -0.133
C -1.325 0.146 -7.760 -0.034
C -0.105 -0.496 -7.882 -0.055
H 1.682 -3.018 -6.424 0.072
H 2.423 -1.468 -6.791 0.082
H 1.832 -2.485 -8.102 0.073
H -0.362 -2.619 -5.286 0.101
H -2.550 -1.547 -5.102 0.120
H -3.841 0.763 -7.542 0.141
H -4.577 0.730 -3.641 0.161
H -1.998 2.409 -5.450 0.119
H 0.323 2.693 -4.566 0.106
H 0.980 1.452 -2.502 0.091
H -2.775 -0.178 -2.125 0.108
H -1.595 0.935 -8.453 0.109
H 0.567 -0.207 -8.683 0.109
C 5.269 0.192 6.621 -0.059
C 4.285 -0.211 5.558 -0.280
C 4.195 0.497 4.367 -0.031
C 3.238 0.179 3.415 -0.046
C 2.368 -0.874 3.653 -0.252
C 2.440 -1.595 4.837 -0.052
C 3.404 -1.268 5.774 -0.049
S 0.998 -1.143 2.568 0.496
O -0.088 -1.556 3.422 -0.287
O 1.262 -2.047 1.456 -0.306
O 0.832 0.231 1.955 -0.516
H 6.083 0.782 6.200 0.072
H 5.697 -0.680 7.118 0.072
H 4.781 0.801 7.385 0.079
H 4.855 1.338 4.191 0.115
H 3.143 0.759 2.509 0.101
H 1.726 -2.384 5.026 0.114
H 3.451 -1.821 6.706 0.108
```

The calculated total energy comes out at -176796.65698 eV. As for the largest force on an atom: 0.0509 hartree/bohr. Its charge is -2. The LUMO energy comes out at 3.46 eV. For the energy above the lowest of the compared OMol25 structures with the same formula, charge and spin, the calculation gives 68.78 kcal/mol.